This record from the Open Molecules 2025 dataset describes C38H33IrN6O6S3 as an isolated structure at a distorted geometry. The level of theory is wB97M-V/def2-TZVPD.

Values from the calculation:
molar mass	958.14	g/mol
LUMO energy (alpha / beta)	-4.1 / -4.2	eV
charge	+1
2S+1	2
orbital gap (alpha / beta)	0.2164 / 0.2188	hartree

```
87
Properties=species:S:1:pos:R:3:lowdin_charge:R:1
Ir 0.62239 -0.06003 1.09320 0.994
C -1.51816 -4.18122 0.03323 -0.032
O -2.38655 -3.05722 -0.15123 0.065
C -1.67520 -1.97962 0.14824 -0.325
N -0.48385 -2.15533 0.59007 0.072
C -0.25331 -3.58608 0.71402 -0.235
C 1.02658 -4.09163 0.10017 -0.198
C 1.58644 -3.49816 -1.02232 -0.103
C 2.72778 -4.03894 -1.59203 -0.082
C 3.30460 -5.17606 -1.05654 -0.074
C 2.74392 -5.77782 0.05770 -0.070
C 1.61135 -5.23405 0.63379 -0.033
C -2.20684 -0.62519 -0.01717 -0.233
C -3.54666 -0.24990 0.00184 0.034
C -3.83668 1.10129 -0.13389 -0.002
C -2.81419 2.01938 -0.34731 0.059
C -1.50461 1.55181 -0.36739 -0.161
N -1.22735 0.26439 -0.16472 0.031
C -0.28520 2.32010 -0.62726 -0.319
N 0.85731 1.79685 -0.37554 0.014
C 1.88343 2.66116 -0.92671 -0.240
C 1.06263 3.89872 -1.38956 -0.042
O -0.30538 3.49813 -1.22614 0.064
C 3.02353 3.02257 -0.00842 -0.196
C 3.14389 2.49764 1.26938 -0.089
C 4.19482 2.87982 2.08556 -0.085
C 5.13561 3.78851 1.63150 -0.082
C 5.03523 4.29048 0.34335 -0.066
C 3.98665 3.91147 -0.47454 -0.029
H -1.27345 -4.60077 -0.94884 0.144
H -2.04010 -4.92653 0.63337 0.139
H -0.23617 -3.83260 1.78429 0.137
H 1.15019 -2.60683 -1.44653 0.078
H 3.16040 -3.57906 -2.46639 0.109
H 4.17938 -5.61036 -1.51318 0.107
H 3.18185 -6.67254 0.47359 0.108
H 1.16828 -5.70340 1.49994 0.116
H -4.32168 -0.99006 0.13172 0.133
H -4.86167 1.43569 -0.07530 0.124
H -3.01650 3.06844 -0.48796 0.133
H 2.31506 2.11655 -1.77927 0.148
H 1.22257 4.16049 -2.43486 0.138
H 1.25092 4.77601 -0.76496 0.108
H 2.39820 1.79534 1.63192 0.060
H 4.26547 2.47423 3.08415 0.113
H 5.94137 4.10614 2.27736 0.110
H 5.76809 4.99388 -0.02070 0.111
H 3.90611 4.30482 -1.47714 0.127
C -2.10803 -2.49485 4.45064 -0.107
C -0.97538 -1.75614 3.80313 -0.710
S -1.44480 -0.37343 2.92730 0.971
C 0.33333 -2.16237 3.90232 -0.746
C 0.73726 -3.29910 4.78502 -0.107
S 1.62732 -1.35911 3.10378 0.697
H -3.01773 -1.91186 4.33420 0.064
H -1.93407 -2.66195 5.51128 0.089
H -2.25436 -3.46190 3.96916 0.086
H 0.75030 -2.97044 5.82518 0.099
H 1.73592 -3.64491 4.53007 0.067
H 0.04188 -4.13398 4.71273 0.085
O -0.42605 1.49085 4.40272 -0.022
C 0.04080 2.17881 3.50571 -0.639
O 0.15539 1.87738 2.28501 -0.219
C 0.59197 3.56248 3.82681 -0.093
C 0.63881 4.03122 5.13467 0.008
C 1.23412 5.25312 5.40993 -0.045
C 1.81825 5.99096 4.39729 0.014
C 1.75284 5.52008 3.09131 -0.136
C 1.11732 4.32491 2.79573 0.054
N 2.39521 6.24156 2.02291 -0.339
O 3.25114 7.04115 2.31571 0.103
O 2.05341 5.97565 0.88588 0.061
H 0.21322 3.43469 5.92600 0.121
H 1.25827 5.62464 6.42206 0.111
H 2.31933 6.92383 4.60515 0.122
H 1.06459 3.98344 1.77487 0.109
S 2.77329 -0.62727 -0.46244 0.758
C 4.18527 -0.17415 0.31903 -0.766
N 4.36456 -0.48897 1.64460 0.085
C 5.49991 -0.18447 2.28950 -0.044
C 6.51635 0.43000 1.61090 -0.014
C 6.29424 0.69227 0.24160 -0.080
N 5.17548 0.40854 -0.36198 0.101
H 3.59748 -0.95102 2.13022 -0.004
H 5.56074 -0.45849 3.33307 0.144
H 7.44291 0.68648 2.09075 0.114
H 7.06728 1.13522 -0.37184 0.127
```

=====

This record from the Open Molecules 2025 dataset describes a 3-piece molecular cluster, C3H8O2PS overall at a distorted geometry. The level of theory is wB97M-V/def2-TZVPD.

Values from the calculation:
molar mass	139.14	g/mol
LUMO energy	1.8	eV
charge	-1
orbital gap	0.1513	hartree
relative energy (zero: lowest compared OMol25 entry of this formula, charge and spin)	224.7	kJ/mol

```
15
Properties=species:S:1:pos:R:3:lowdin_charge:R:1
C -2.55195 -1.55458 -0.04447 -0.110
C -0.08229 -1.08326 -0.23160 -0.036
C -1.25029 -1.34717 -0.86850 -0.222
O -1.21154 1.68005 1.66052 -0.461
O -0.07064 2.07365 -0.63319 -0.334
P -1.45192 1.70062 0.20503 0.798
S 7.22713 1.67828 0.81858 -0.428
H -2.32489 -1.43655 0.94759 0.031
H -2.95307 -2.50333 -0.24318 0.053
H -3.14894 -0.66647 -0.21819 0.040
H -0.04442 -0.70005 0.78221 0.052
H 0.76380 -1.05669 -0.88939 0.055
H -1.28321 -1.75905 -1.82682 0.065
H 0.79432 2.05665 -0.19270 0.067
H 7.58790 2.91789 0.73413 -0.572
```

=====

This record from the Open Molecules 2025 dataset describes a 2-piece molecular cluster, C11H10 overall at a distorted geometry. The level of theory is wB97M-V/def2-TZVPD.

Values from the calculation:
molar mass	142.20	g/mol
LUMO energy	0.0	eV
charge	0
orbital gap	0.3042	hartree
relative energy (zero: lowest compared OMol25 entry of this formula, charge and spin)	668.5	kJ/mol

```
21
Properties=species:S:1:pos:R:3:lowdin_charge:R:1
C -1.46918 -1.91865 3.37843 -0.101
C -0.40238 -1.05928 3.41856 -0.067
C -2.08694 -2.17505 2.16727 -0.133
C 0.06516 -0.55191 2.18950 -0.072
C -1.51490 -1.93929 0.99607 -0.036
C -0.33259 -1.09022 1.03944 -0.282
C 0.27343 -0.56909 -0.17887 -0.142
C 1.30443 1.61435 -2.73322 -0.148
C 0.63955 0.16811 -1.09328 0.121
C 2.44664 1.28273 -3.28404 0.012
C 0.38735 2.72027 -2.93291 -0.097
H -1.80860 -2.32142 4.30288 0.095
H -0.02373 -0.67698 4.34792 0.098
H -2.94963 -2.81042 2.30599 0.105
H 0.99241 0.04676 2.15614 0.127
H -2.02755 -2.00202 -0.03623 0.146
H 2.96849 1.86401 -4.03119 0.078
H 2.94665 0.41508 -2.97243 0.048
H -0.61531 2.48516 -3.30762 0.100
H 0.82069 3.26405 -3.71491 0.070
H 0.38598 3.25380 -2.01750 0.078
```